DFT (ωB97M-V with the def2-TZVPD basis set) results for C9H7F5 as an isolated structure.

The geometry in ORCA input format:
```
! RIJCOSX wB97M-V def2-TZVPD def2/J DEFGRID3
* xyz 0 1
C -0.0361 -1.7843 0.2811
C -1.2609 -1.2639 0.8525
C 1.1742 -1.1190 0.2520
C -1.1865 -0.1649 1.6318
C -0.1647 1.4621 -1.1035
C 0.8198 1.6186 -0.2662
C 1.2183 0.2017 0.9560
C 0.2004 0.2100 2.0142
C 2.6140 0.6338 1.4467
F 0.1959 1.4166 2.7042
F 0.6117 -0.6215 2.9758
F 3.4511 0.8069 0.4474
F 2.6519 1.8102 2.1229
F 3.1390 -0.3663 2.2929
H 0.0456 -2.7399 -0.2030
H -2.1490 -1.8448 0.6628
H 2.0817 -1.2966 -0.2397
H -2.0158 0.3108 1.9307
H -0.4179 2.3883 -1.6832
H -0.9351 0.7218 -1.1147
H 1.5230 2.5036 -0.0277
*
```

The value obtained for the highest occupied orbital energy is -9.15 eV. Its HOMO-LUMO gap is 8.90 eV. For the max |F|, the calculation gives 4.5 eV Å⁻¹. The calculation puts the energy relative to the best compared isomer or geometry (same formula, charge and spin) at 2.017 eV.


DFT (ωB97M-V with the def2-TZVPD basis set) results for an isolated ion of composition C5H11N2OS and charge +1.

The geometry in ORCA input format:
```
! RIJCOSX wB97M-V def2-TZVPD def2/J DEFGRID3
* xyz 1 1
C -0.3359 -0.9777 0.1590
C 0.9728 -0.2700 -0.0955
C -2.7659 -0.4580 0.2772
C 2.4525 1.7479 -0.2324
C 1.0400 1.1800 -0.0163
N -1.4731 -0.2123 0.1224
N -0.3153 -2.2588 0.0752
O -3.5990 0.5089 0.3451
S 2.3405 -1.3408 0.5699
H 1.1603 -0.4722 -1.1295
H -3.1192 -1.4739 0.4588
H 2.4328 2.4773 -0.9864
H 3.0652 0.9283 -0.5679
H 3.0511 2.0799 0.6634
H 0.4799 1.5448 -0.9591
H 0.6404 1.5125 0.8252
H -1.0713 0.6709 -0.1240
H 0.6902 -2.5678 0.0884
H -1.1421 -2.8520 0.1287
H -4.5042 0.2331 0.3978
*
```

The value obtained for the highest occupied orbital energy (spin up / spin down) is -13.72 / -10.81 eV. Its HOMO-LUMO gap (spin up / spin down) is 9.68 / 4.76 eV. For the max |F|, the calculation gives 4.6 eV Å⁻¹. The calculation puts the energy relative to the best compared isomer or geometry (same formula, charge and spin) at 3.554 eV. As for the SMILES: CC[C@@H]([S-])C(=[NH2+])/[NH+]=C/O.


DFT (ωB97M-V with the def2-TZVPD basis set) results for an isolated ion of composition C4H11NP and charge +1.

The geometry in ORCA input format:
```
! RIJCOSX wB97M-V def2-TZVPD def2/J DEFGRID3
* xyz 1 1
C 0.2123 1.2541 -0.4789
C -1.3432 1.1139 0.2007
C -0.3577 -1.1411 -0.8141
C 1.2772 -0.5538 0.8322
N 0.6514 -0.1916 -0.4894
P -1.7518 -0.6626 0.2896
H 0.1735 1.5883 -1.6176
H 0.9655 1.7787 0.2130
H -1.4383 1.6352 1.0897
H -1.9658 1.6494 -0.5429
H -0.7892 -0.9256 -1.8026
H -0.1311 -2.2390 -0.7110
H 0.6363 -0.1817 1.5856
H 1.2303 -1.6172 1.0961
H 2.2448 -0.1793 0.9569
H 1.3236 -0.3296 -1.2124
H -0.9377 -0.9981 1.4052
*
```

The value obtained for the highest occupied orbital energy is -13.89 eV. Its HOMO-LUMO gap is 10.68 eV. For the max |F|, the calculation gives 4.5 eV Å⁻¹. The calculation puts the energy relative to the best compared isomer or geometry (same formula, charge and spin) at 1.363 eV. As for the SMILES: C[N@@H+]1CCPC1.


DFT (ωB97M-V with the def2-TZVPD basis set) results for a 2-piece molecular cluster, C4H13N2 overall.

The geometry in ORCA input format:
```
! RIJCOSX wB97M-V def2-TZVPD def2/J DEFGRID3
* xyz 1 1
C 0.3892 -1.2275 1.3025
C 1.4594 -0.4260 1.1923
N 1.3293 0.8244 0.4249
N 0.3962 -2.4575 1.8744
H -0.5434 -0.9184 0.8446
H 2.4803 -0.6395 1.4659
H 1.9562 0.8686 -0.3758
H 0.3764 0.9187 0.0466
H 1.4729 1.6467 1.0063
H 1.1727 -2.7011 2.4703
H -0.4961 -2.8084 2.1727
C -0.6690 0.6610 -2.0372
C -1.8138 1.0465 -1.0617
H 0.0792 1.4585 -2.0633
H -1.0976 0.5883 -3.0321
H -0.2051 -0.2840 -1.7537
H -2.3631 1.8981 -1.4534
H -2.4593 0.1782 -0.9490
H -1.4644 1.3734 -0.0743
*
```

The value obtained for the highest occupied orbital energy is -13.21 eV. Its HOMO-LUMO gap is 9.97 eV. For the max |F|, the calculation gives 1.1 eV Å⁻¹. The calculation puts the energy relative to the best compared isomer or geometry (same formula, charge and spin) at 1.534 eV.